This record from OMol25 describes one molecule with the formula C5H6OS2 at a distorted geometry. The level of theory is ωB97M-V/def2-TZVPD.

XYZ file:
```
14
Properties=species:S:1:pos:R:3
C 1.20 0.71 -0.34
O 2.29 1.17 -0.05
H 0.26 -0.77 -1.56
H -1.87 1.24 1.73
H 0.08 -0.34 1.44
H -2.81 -0.45 1.63
C 0.80 -0.71 -0.59
H -1.94 -0.26 -0.93
C -2.40 0.53 0.97
S 0.50 -2.32 0.31
C -0.30 -0.71 0.52
H -3.37 1.02 0.43
S -0.31 1.67 -0.64
C -1.26 0.29 -0.05
```

Values from the calculation:
Kohn-Sham gap	9.49	eV
LUMO level	-0.18	eV
M	146.2	g/mol
SMILES	C[C@H]1SC(=O)[C@H]2S[C@@H]21
relative energy (zero: lowest compared OMol25 entry of this formula, charge and spin)	85.9	kcal/mol

This record from OMol25 describes one molecule with the formula C5H6S at a distorted geometry. The level of theory is ωB97M-V/def2-TZVPD.

XYZ file:
```
12
Properties=species:S:1:pos:R:3
H 1.58 -1.75 0.13
C -0.94 0.09 -0.80
C 0.14 1.04 0.99
H -1.46 -0.25 -1.58
C -0.52 1.28 -0.22
C 1.16 -0.85 -0.18
S -0.53 -0.38 1.82
H -0.66 -2.02 -0.02
H -0.65 2.36 -0.60
C -0.35 -1.00 0.04
H 1.38 -0.32 -1.11
H 0.86 1.81 1.53
```

Values from the calculation:
Kohn-Sham gap (spin up / spin down)	7.84 / 7.49	eV
LUMO level (spin up / spin down)	-0.22 / 0.07	eV
M	98.2	g/mol
relative energy (zero: lowest compared OMol25 entry of this formula, charge and spin)	96.8	kcal/mol

This record from OMol25 describes one molecule with the formula C5H6S at a distorted geometry. The level of theory is ωB97M-V/def2-TZVPD.

XYZ file:
```
12
Properties=species:S:1:pos:R:3
H -0.31 1.28 -1.18
C 1.08 -1.42 -0.17
C -0.11 1.03 -0.14
H -2.15 -0.21 0.38
H 1.55 -2.37 -0.36
C -0.35 -1.45 0.02
H -0.75 -2.46 0.07
C -1.13 -0.37 0.10
H 2.03 2.05 0.62
S 2.28 -0.26 0.07
H -0.54 1.80 0.49
C 1.69 1.31 -0.07
```

Values from the calculation:
Kohn-Sham gap (spin up / spin down)	7.34 / 7.29	eV
LUMO level (spin up / spin down)	-0.34 / -0.20	eV
M	98.2	g/mol
relative energy (zero: lowest compared OMol25 entry of this formula, charge and spin)	96.9	kcal/mol

This record from OMol25 describes a 2-piece molecular cluster, C5H6S overall at a distorted geometry. The level of theory is ωB97M-V/def2-TZVPD.

XYZ file:
```
12
Properties=species:S:1:pos:R:3
C 2.98 -0.63 -0.23
H -2.07 0.25 -0.15
H -1.07 -0.77 0.86
C -1.07 0.10 0.24
H 2.07 1.47 0.16
H 0.55 1.35 1.03
H -0.64 2.03 -0.07
S 3.32 0.98 0.21
C 3.48 -1.89 -0.44
C 2.12 -1.76 -0.42
C -0.23 1.11 0.41
H 4.40 -2.47 -0.46
```

Values from the calculation:
Kohn-Sham gap	9.43	eV
LUMO level	0.64	eV
M	98.2	g/mol
SMILES	SC1=C=C1.C=C
relative energy (zero: lowest compared OMol25 entry of this formula, charge and spin)	109.4	kcal/mol

This record from OMol25 describes one molecule with the formula C5H6S at a distorted geometry. The level of theory is ωB97M-V/def2-TZVPD.

XYZ file:
```
12
Properties=species:S:1:pos:R:3
H -0.46 -0.34 1.61
H -2.01 1.07 0.80
C 1.14 -2.14 0.39
S -2.71 -0.80 -0.21
H -1.60 1.10 -0.82
H 0.55 0.53 0.50
H 2.59 -0.83 -0.88
C -1.58 0.51 0.01
C -0.33 -0.09 0.52
C 1.87 -1.31 -0.27
C 0.15 -1.33 -0.20
H -0.47 -1.50 -1.03
```

Values from the calculation:
Kohn-Sham gap (spin up / spin down)	4.44 / 4.52	eV
LUMO level (spin up / spin down)	-2.85 / -2.87	eV
M	98.2	g/mol
relative energy (zero: lowest compared OMol25 entry of this formula, charge and spin)	163.7	kcal/mol

This record from OMol25 describes a 2-piece molecular cluster, C5H6Si overall at a distorted geometry. The level of theory is ωB97M-V/def2-TZVPD.

XYZ file:
```
12
Properties=species:S:1:pos:R:3
H -2.21 -0.76 -1.41
Si -2.27 0.25 1.29
C 2.06 -1.03 0.53
H -4.11 1.30 -0.82
H 1.20 0.96 0.83
C 1.50 0.27 0.05
H 1.85 -1.90 1.15
C -3.38 0.79 -0.13
C 2.94 -0.17 0.06
C -2.49 -0.20 -0.51
H 3.88 0.05 -0.10
H 1.03 0.43 -0.95
```

Values from the calculation:
Kohn-Sham gap	9.42	eV
LUMO level	0.32	eV
M	94.2	g/mol
SMILES	C1=[Si]=C1.C1=CC1
relative energy (zero: lowest compared OMol25 entry of this formula, charge and spin)	84.4	kcal/mol

Question: Among the records above, which one has the lowest relative energy (zero: lowest compared OMol25 entry of this formula, charge and spin)?
Answer: C5H6Si

Copy entry 2 word for word.
This record from OMol25 describes one molecule with the formula C5H6S at a distorted geometry. The level of theory is ωB97M-V/def2-TZVPD.

XYZ file:
```
12
Properties=species:S:1:pos:R:3
H 1.58 -1.75 0.13
C -0.94 0.09 -0.80
C 0.14 1.04 0.99
H -1.46 -0.25 -1.58
C -0.52 1.28 -0.22
C 1.16 -0.85 -0.18
S -0.53 -0.38 1.82
H -0.66 -2.02 -0.02
H -0.65 2.36 -0.60
C -0.35 -1.00 0.04
H 1.38 -0.32 -1.11
H 0.86 1.81 1.53
```

Values from the calculation:
Kohn-Sham gap (spin up / spin down)	7.84 / 7.49	eV
LUMO level (spin up / spin down)	-0.22 / 0.07	eV
M	98.2	g/mol
relative energy (zero: lowest compared OMol25 entry of this formula, charge and spin)	96.8	kcal/mol

What did the fifth record say?
This record from OMol25 describes one molecule with the formula C5H6S at a distorted geometry. The level of theory is ωB97M-V/def2-TZVPD.

XYZ file:
```
12
Properties=species:S:1:pos:R:3
H -0.46 -0.34 1.61
H -2.01 1.07 0.80
C 1.14 -2.14 0.39
S -2.71 -0.80 -0.21
H -1.60 1.10 -0.82
H 0.55 0.53 0.50
H 2.59 -0.83 -0.88
C -1.58 0.51 0.01
C -0.33 -0.09 0.52
C 1.87 -1.31 -0.27
C 0.15 -1.33 -0.20
H -0.47 -1.50 -1.03
```

Values from the calculation:
Kohn-Sham gap (spin up / spin down)	4.44 / 4.52	eV
LUMO level (spin up / spin down)	-2.85 / -2.87	eV
M	98.2	g/mol
relative energy (zero: lowest compared OMol25 entry of this formula, charge and spin)	163.7	kcal/mol